No. 1
Below is a gas-phase ion, C11H14NS (charge +1), with properties calculated with wB97M-V/def2-TZVPD.

Values from the calculation:
Net charge   +1
Lowest unoccupied orbital energy   -2.814 eV
Energy above the lowest of the compared OMol25 structures with the same formula, charge and spin   95.1 kJ/mol
SMILES string   C[N@H+]1Cc2cccc3c2[C@@]1(S)CC3
Orbital gap   9.88 eV

Positions of all 27 atoms, in Å:
C (1.0807, -1.8403, 1.2519)
N (1.5024, -1.0873, 0.0227)
C (0.5369, -1.7526, -0.9817)
C (-0.6707, -0.8766, -0.9554)
C (-2.0393, -1.0560, -1.0249)
C (-2.9291, -0.0010, -0.6933)
C (-2.4606, 1.2652, -0.2650)
C (-1.0706, 1.3294, -0.0879)
C (-0.2437, 0.3140, -0.4953)
C (1.2249, 0.4286, -0.1547)
S (2.4266, 0.8548, -1.5645)
C (1.1436, 1.3871, 0.9895)
C (-0.1874, 2.2213, 0.7910)
H (0.0536, -1.7112, 1.4633)
H (1.4515, -2.8088, 1.1554)
H (1.6573, -1.4158, 2.0913)
H (2.4140, -1.3957, -0.0606)
H (0.3949, -2.7192, -0.7197)
H (0.7943, -1.9265, -2.0477)
H (-2.5395, -2.0440, -1.3389)
H (-4.0467, -0.0855, -0.7654)
H (-3.1642, 2.1278, 0.0735)
H (2.1309, 2.1871, -1.5666)
H (1.9575, 1.9525, 0.9905)
H (0.9412, 0.8948, 1.8520)
H (0.1353, 3.2237, 0.2161)
H (-0.4939, 2.5343, 1.8243)

Atom charges from the Löwdin analysis, given in e for atoms 1 to 5:
1. C 0.042
2. N -0.046
3. C -0.045
4. C -0.171
5. C -0.006

***

No. 2
Below is C11H14O2 in the gas phase, with properties calculated with wB97M-V/def2-TZVPD.

Values from the calculation:
Lowest unoccupied orbital energy   0.594 eV
Energy above the lowest of the compared OMol25 structures with the same formula, charge and spin   172.5 kJ/mol
SMILES string   O=C1CC[C@]23CCC[C@]12C(=O)CC3
Orbital gap   9.93 eV

Positions of all 27 atoms, in Å:
O (0.7925, -1.0462, 2.7362)
C (0.8797, -0.6939, 1.5949)
C (2.1551, -0.0119, 1.0740)
C (1.8206, -0.0150, -0.4115)
C (0.2894, 0.2466, -0.4684)
C (-0.2354, 1.7190, -0.4989)
C (-1.5657, 1.6843, 0.3782)
C (-1.4250, 0.5170, 1.2927)
C (-0.3625, -0.4395, 0.7027)
C (-0.8720, -1.6974, 0.1692)
O (-1.2989, -2.6532, 0.8012)
C (-0.5770, -1.7920, -1.3354)
C (-0.2234, -0.4056, -1.7413)
H (3.0460, -0.5962, 1.2100)
H (2.3277, 1.0490, 1.5236)
H (2.3500, 0.6998, -0.9786)
H (1.9848, -1.0497, -0.9183)
H (0.4691, 2.1295, 0.0561)
H (-0.2353, 2.1468, -1.5274)
H (-2.3707, 1.4755, -0.3036)
H (-1.7304, 2.6267, 0.9650)
H (-2.3574, 0.0014, 1.3378)
H (-1.0469, 0.9913, 2.2200)
H (-1.3267, -2.2972, -1.8436)
H (0.1843, -2.4859, -1.3659)
H (-1.0663, 0.1360, -2.0838)
H (0.3945, -0.2390, -2.5848)

Atom charges from the Löwdin analysis, given in e for atoms 1 to 5:
1. O 0.138
2. C -0.291
3. C -0.068
4. C -0.110
5. C -0.394